No. 1
Molecular formula: C5H14N3
Method: DFT, ωB97M-V/def2-TZVPD

The geometry in XYZ format:
```
22
Properties=species:S:1:pos:R:3:forces:R:3
C 2.506 -1.560 0.285 1.498 -1.046 -0.420
C 1.315 -1.764 1.068 0.154 2.810 -0.109
C 0.341 -2.688 0.716 0.409 -1.350 1.004
C -0.432 1.702 0.102 -6.102 3.524 -4.437
N -3.502 0.195 -1.079 3.373 -0.468 0.260
C -2.412 0.589 -0.492 -4.973 -1.955 1.287
N -1.422 1.428 -0.868 5.301 -0.866 2.107
N 2.507 1.574 0.294 -0.303 0.623 0.870
H 3.402 -1.137 0.763 -0.657 0.333 0.301
H 2.295 -0.810 -0.541 -0.052 -0.309 0.576
H 2.877 -2.482 -0.202 -0.574 0.266 -0.107
H 1.036 -0.970 1.815 0.455 -1.070 -0.417
H 0.625 -3.461 0.008 -0.543 0.067 -0.253
H -0.508 -2.782 1.382 -0.380 -0.146 -0.450
H 0.113 2.510 -0.412 1.004 -0.601 1.056
H -0.987 1.902 1.063 1.581 -1.091 -0.136
H -3.344 0.111 -2.086 -0.863 1.022 -0.495
H -2.317 0.284 0.554 -0.198 0.561 0.124
H -1.209 1.546 -1.859 -0.080 0.448 -0.117
H 1.487 1.504 0.457 1.132 0.134 -0.207
H 2.678 2.328 -0.383 -0.240 -0.416 0.112
H 2.839 1.987 1.186 0.059 -0.468 -0.550
```
Forces are in eV/Å.

Output
<S²>   0.7534
Multiplicity   2
Net charge   +2
Orbital gap (spin up / spin down)   6.740 / 5.767 eV
ΔE to the lowest compared entry with this formula, charge and spin   680.1 kJ/mol


No. 2
Molecular formula: C6H13N2S
Method: DFT, ωB97M-V/def2-TZVPD

The geometry in XYZ format:
```
22
Properties=species:S:1:pos:R:3:forces:R:3
C -0.619 -1.397 -0.587 0.412 -0.166 -0.568
C -0.290 -0.251 -0.037 -1.318 0.578 2.390
C -1.417 0.531 2.405 0.578 0.841 -0.997
C 0.058 -2.068 -1.761 -0.005 0.069 0.150
C 0.355 1.625 -1.416 -0.276 0.566 -0.602
C 1.595 1.115 0.610 0.466 0.163 0.594
N -1.868 -0.642 2.678 -0.118 -0.520 -0.110
N 0.838 0.557 -0.524 0.319 -0.706 -0.456
S -1.220 2.044 2.699 -0.220 -0.814 0.049
H -1.465 -1.930 -0.175 -0.161 -0.022 0.123
H 0.091 -1.411 -2.629 0.025 -0.035 -0.135
H 1.079 -2.356 -1.500 0.040 -0.082 -0.101
H -0.481 -2.969 -2.039 0.063 -0.033 -0.105
H -0.105 1.189 -2.302 0.039 -0.073 0.127
H -0.394 2.216 -0.891 0.057 -0.142 0.090
H 1.179 2.270 -1.719 0.062 -0.090 0.070
H 1.844 0.319 1.310 -0.076 -0.004 -0.130
H 2.512 1.590 0.264 -0.053 -0.022 -0.164
H 0.982 1.854 1.121 -0.028 -0.110 -0.135
H -1.730 -1.417 2.041 0.134 0.170 -0.039
H -2.417 -0.818 3.517 0.128 0.221 -0.107
H 1.472 -0.051 -1.066 -0.067 0.211 0.056
```
Forces are in eV/Å.

Output
Net charge   +1
Orbital gap (spin up / spin down)   7.055 / 6.834 eV
ΔE to the lowest compared entry with this formula, charge and spin   447.9 kJ/mol


No. 3
Molecular formula: C48H48BiClN3O8PS
Method: DFT, ωB97M-V/def2-TZVPD

The geometry in XYZ format:
```
111
Properties=species:S:1:pos:R:3:forces:R:3
Bi 1.110 1.611 0.228 0.426 -0.388 -0.284
C -2.083 5.878 -6.697 -1.248 0.695 0.721
C -1.691 4.714 -5.840 2.709 -1.553 2.296
C -0.362 4.679 -5.205 -3.351 -0.428 -1.144
C -0.015 3.727 -4.266 0.318 0.313 -0.069
C -0.863 2.656 -4.013 0.093 -0.169 1.016
C -2.127 2.645 -4.587 -0.992 -2.000 0.829
C -2.514 3.631 -5.449 -0.064 2.118 -1.845
S -0.290 1.328 -2.876 -2.721 -0.560 -0.147
O 1.131 1.252 -3.050 1.223 0.280 0.297
O -1.027 0.144 -3.363 0.461 1.479 0.942
N -0.592 1.814 -1.370 0.926 -0.755 -1.669
C -1.919 1.955 -0.799 0.889 -1.100 -1.025
C -1.830 1.833 0.725 -0.860 1.027 0.592
O -2.912 2.011 1.249 0.421 -0.313 0.669
O -0.677 1.679 1.384 -1.836 0.174 -1.596
H -3.030 6.353 -6.268 1.097 -0.621 -0.698
H -2.256 5.640 -7.741 -0.208 -0.261 -0.192
H -1.329 6.666 -6.688 0.102 -0.144 0.145
H 0.327 5.388 -5.546 1.014 1.208 -0.017
H 0.915 3.899 -3.711 -0.257 -0.578 -0.334
H -2.902 1.834 -4.348 1.589 1.060 -0.317
H -3.464 3.592 -5.967 -0.375 -0.200 0.356
H -2.636 1.188 -1.166 0.479 0.254 0.339
H -2.298 2.917 -1.121 -0.414 0.408 0.541
C -0.466 -5.561 -0.960 -1.322 -1.657 -1.455
C -1.701 -5.288 -0.375 1.095 1.613 0.758
C -1.761 -4.385 0.732 -2.291 -2.399 -2.641
C -0.625 -3.945 1.323 3.256 -1.692 1.462
C 0.650 -4.359 0.750 -0.745 0.855 0.848
C 0.713 -5.112 -0.386 -0.248 0.389 -0.025
P -0.749 -3.024 2.836 1.922 1.395 -2.576
C 0.480 -3.442 4.083 -0.111 -0.766 -1.954
C 1.772 -2.962 3.938 0.640 1.252 -1.252
C 2.748 -3.149 4.899 -1.820 -0.208 0.356
C 2.379 -3.911 6.000 0.854 -1.055 1.725
C 1.136 -4.610 6.089 0.758 0.494 -1.500
C 0.184 -4.331 5.069 -0.252 -1.622 3.557
C -2.232 -3.654 3.488 -2.066 -0.155 0.889
C -2.978 -4.808 3.479 -0.769 0.076 -0.328
C -4.259 -4.747 4.187 1.460 -0.633 0.151
C -4.690 -3.635 4.886 -0.512 -1.514 0.310
C -4.030 -2.382 4.715 0.273 -1.044 -1.004
C -4.563 -1.128 4.968 1.002 1.870 0.063
C -3.845 0.034 4.579 0.038 -2.308 -0.376
C -2.643 -0.090 3.817 -0.643 0.934 1.535
C -2.063 -1.318 3.621 0.137 0.721 0.278
C -2.789 -2.448 4.008 -1.300 0.368 0.881
H -0.434 -6.248 -1.853 0.043 0.810 0.961
H -2.616 -5.729 -0.728 -0.185 -0.067 -0.272
H -2.778 -4.295 1.127 0.677 0.545 0.091
H 1.548 -4.081 1.303 -0.052 0.028 -0.278
H 1.625 -5.369 -0.890 0.556 -0.063 0.176
H 2.010 -2.355 3.032 -0.333 -0.356 0.861
H 3.650 -2.585 4.848 0.702 -0.004 0.012
H 3.149 -3.965 6.826 -1.034 -0.312 -0.821
H 0.975 -5.481 6.757 0.094 1.095 -0.046
H -0.815 -4.823 5.246 1.046 0.695 -0.850
H -2.696 -5.675 2.813 -0.316 0.843 1.228
H -4.787 -5.702 4.302 0.011 0.437 -0.033
H -5.518 -3.874 5.613 0.528 0.964 -0.925
H -5.524 -1.063 5.436 -0.418 0.184 0.383
H -4.186 0.999 4.866 -0.529 0.742 0.007
H -2.160 0.862 3.547 -0.099 -0.522 -0.136
C 2.367 -4.156 -5.522 0.026 0.648 -0.786
C 1.559 -3.820 -6.830 -2.110 1.808 1.163
N 1.461 -2.318 -7.057 -0.242 0.339 1.315
C 0.777 -1.675 -5.846 -1.657 0.823 -1.082
C 1.454 -2.084 -4.555 3.076 0.234 0.441
N 2.771 -2.882 -4.831 -1.074 0.443 -1.242
C 3.554 -2.040 -5.787 0.118 -0.064 1.451
C 2.822 -1.755 -7.076 0.108 -0.443 -1.029
H 3.231 -4.752 -5.877 -0.028 0.306 0.861
H 1.723 -4.737 -4.826 0.646 0.282 -0.428
H 0.499 -4.148 -6.627 0.900 0.235 -0.610
H 1.868 -4.188 -7.798 0.519 -0.627 0.054
H -0.316 -1.989 -5.815 1.314 0.107 -0.239
H 0.678 -0.513 -5.930 0.661 -2.051 -0.213
H 0.895 -2.762 -3.967 -0.895 -0.463 0.681
H 1.764 -1.208 -3.916 -0.475 -0.887 -0.667
H 4.494 -2.511 -6.046 0.283 -0.446 0.322
H 3.819 -1.116 -5.274 -0.118 0.039 0.244
H 3.457 -2.245 -7.837 -0.783 0.073 -0.335
H 2.817 -0.685 -7.337 -0.329 -0.284 0.208
C 2.071 6.157 3.102 0.679 0.680 -0.072
C 1.089 5.390 3.910 -1.216 0.378 1.988
C -0.110 6.043 4.161 -2.363 -1.070 0.338
C -1.242 5.303 4.849 3.898 1.875 -1.708
Cl -2.813 5.849 4.548 -1.107 0.565 0.412
C -0.952 4.133 5.487 -0.251 -1.571 0.647
C 0.295 3.491 5.334 0.154 1.977 -0.616
C 1.304 4.178 4.629 -0.265 -0.946 0.016
O 2.590 3.675 4.664 0.122 -0.124 -0.570
C 2.751 2.330 4.215 0.666 0.428 -1.023
C 2.310 2.122 2.725 0.864 -0.788 0.019
O 2.903 1.163 2.148 -0.646 1.111 0.527
O 1.396 2.834 2.178 1.520 -0.534 1.041
H 2.463 7.008 3.674 -0.204 0.012 0.094
H 1.625 6.580 2.189 0.091 -0.446 0.287
H 2.955 5.604 2.858 0.314 -0.617 -0.382
H -0.228 7.105 3.752 -0.314 -1.797 0.487
H -1.668 3.604 6.154 0.104 0.508 -1.017
H 0.394 2.480 5.720 0.358 0.359 0.123
H 2.173 1.641 4.804 -0.393 -0.399 0.370
H 3.836 2.041 4.344 -1.244 0.523 -0.346
C 3.070 3.352 -1.591 0.416 0.408 0.324
C 1.918 3.675 -0.601 -1.783 1.004 -0.517
O 1.322 4.753 -0.491 1.906 -1.845 -0.412
H 3.517 2.382 -1.312 -0.102 0.341 -0.003
H 3.887 4.110 -1.588 -0.653 -0.280 -0.100
H 2.674 3.186 -2.612 0.041 0.295 0.520
```
Forces are in eV/Å.

Output
Net charge   -2
Orbital gap (spin up / spin down)   3.163 / 3.164 eV
ΔE to the lowest compared entry with this formula, charge and spin   0.0 kJ/mol


No. 4
Molecular formula: C3H8O2S
Method: DFT, ωB97M-V/def2-TZVPD

The geometry in XYZ format:
```
14
Properties=species:S:1:pos:R:3:forces:R:3
O 1.449 0.887 -0.693 0.302 0.235 -0.414
C 1.384 0.149 0.252 0.360 0.498 0.431
C 0.640 -1.104 0.129 -2.654 -0.126 0.187
C -0.163 -1.404 -1.006 -0.270 -2.258 -2.004
S -1.808 -0.946 -0.327 1.886 0.498 1.338
H 1.860 0.393 1.210 0.097 -0.143 0.003
H -0.598 1.712 -1.274 -0.111 0.165 -0.039
H 0.648 -1.936 0.817 0.388 0.416 0.617
H -0.003 -1.026 -2.005 0.397 0.489 0.172
H -0.226 -2.491 -1.025 0.069 -0.034 -0.638
H -0.883 2.398 -1.245 -0.027 0.000 -0.036
H -1.300 1.629 2.012 -0.046 -0.034 -0.080
H -0.569 0.505 1.266 -0.629 0.321 0.263
O -0.433 1.233 1.890 0.237 -0.027 0.200
```
Forces are in eV/Å.

Output
Net charge   0
Orbital gap   6.583 eV
ΔE to the lowest compared entry with this formula, charge and spin   427.2 kJ/mol


No. 5
Molecular formula: C4H11N2
Method: DFT, ωB97M-V/def2-TZVPD

The geometry in XYZ format:
```
17
Properties=species:S:1:pos:R:3:forces:R:3
C -0.648 0.692 1.785 2.060 1.843 -1.178
C -0.173 0.756 0.323 -0.367 -0.784 0.138
N -0.261 1.867 -0.420 0.027 -1.881 3.969
N 0.143 -0.373 -0.300 0.298 3.051 -0.376
C 0.657 -0.286 -1.645 -0.462 -0.302 -3.163
C 0.327 -1.625 0.326 -0.693 -1.043 1.857
H -0.878 1.734 2.125 0.027 -1.135 -0.115
H -1.506 0.099 1.621 -1.273 -0.675 0.831
H 0.130 0.221 2.425 -0.823 0.370 -0.344
H -0.168 1.730 -1.355 0.321 0.655 -3.148
H -0.328 2.707 0.085 -0.286 1.348 -0.124
H -0.013 0.205 -2.467 0.204 -1.229 1.667
H 1.492 0.448 -1.731 0.245 -1.226 0.423
H 0.816 -1.377 -2.003 0.285 2.232 0.407
H -0.499 -2.237 -0.043 0.380 -0.601 0.173
H 1.313 -2.018 0.024 -0.539 -0.059 0.565
H 0.181 -1.504 1.448 0.597 -0.564 -1.585
```
Forces are in eV/Å.

Output
Net charge   +1
Orbital gap   11.460 eV
ΔE to the lowest compared entry with this formula, charge and spin   115.7 kJ/mol
SMILES   CC(=[NH2+])N(C)C


No. 6
Molecular formula: C2H5N3OS2
Method: DFT, ωB97M-V/def2-TZVPD

The geometry in XYZ format:
```
13
Properties=species:S:1:pos:R:3:forces:R:3
N 0.015 -0.732 -2.272 0.204 1.337 1.699
N -0.537 -1.431 -1.098 -0.336 1.461 0.979
C -0.420 -0.972 0.242 -3.454 -5.801 -0.210
O -1.015 -1.749 1.140 2.855 4.404 -3.112
C 0.219 0.330 0.442 3.814 1.662 -0.764
S 1.534 1.010 -0.547 -2.156 -0.852 1.879
N -0.095 0.882 1.603 -0.579 1.974 -1.235
S 0.065 2.680 1.829 1.809 -3.409 0.646
H -0.189 0.459 -2.089 1.449 -4.664 -0.736
H 1.098 -0.997 -2.213 -3.117 1.598 -0.152
H -1.420 -2.002 -1.219 1.745 0.848 -0.090
H -0.655 0.263 2.135 -1.146 -0.161 1.272
H 1.400 2.260 2.047 -1.088 1.605 -0.175
```
Forces are in eV/Å.

Output
Net charge   0
Orbital gap   7.306 eV
ΔE to the lowest compared entry with this formula, charge and spin   363.1 kJ/mol
SMILES   NNC(=O)C(=S)NS


Q: net charge of number 4 (C3H8O2S)?
A: 0